No. 1
A molecular structure, C47H37N8O2SV at a distorted geometry, computed with ωB97M-V/def2-TZVPD.

Structure (XYZ):
```
96
Properties=species:S:1:pos:R:3:mulliken_spin:R:1
V 0.0895 0.0620 0.7880 0.865
C 4.4356 3.6232 0.8443 0.001
C 4.0854 2.4811 -0.0682 -0.001
C 4.3490 2.5628 -1.4354 0.002
C 4.0828 1.4700 -2.2370 0.000
C 3.5847 0.3150 -1.6555 0.002
C 3.3114 0.3354 -0.2949 0.014
N 3.5492 1.3938 0.4835 0.002
C 2.8924 -0.9117 0.4029 0.033
C 3.7483 -2.0002 0.3063 -0.013
C 3.4844 -3.1405 1.0354 0.015
C 2.3981 -3.1495 1.8854 -0.011
C 1.5668 -2.0425 1.9340 0.023
N 1.7751 -0.9514 1.1636 -0.028
C 0.4380 -1.9480 2.8705 0.012
C 0.2524 -2.8861 3.8772 0.000
C -0.7757 -2.7073 4.7792 0.003
C -1.5460 -1.5656 4.6763 0.000
C -1.2983 -0.6445 3.6620 -0.001
C -2.0707 0.6412 3.6984 0.006
N -0.3483 -0.8625 2.7377 -0.029
H 5.5196 3.6805 0.9636 0.000
H 3.9909 3.4720 1.8243 0.000
H 4.1011 4.5762 0.4304 0.000
H 4.7681 3.4692 -1.8527 0.000
H 4.2805 1.5073 -3.3006 0.000
H 3.3743 -0.5702 -2.2393 0.000
H 4.6217 -1.9315 -0.3250 0.000
H 4.1289 -4.0057 0.9624 0.000
H 2.1916 -4.0285 2.4759 0.000
H 0.9125 -3.7350 3.9684 0.000
H -0.9550 -3.4233 5.5698 0.000
H -2.3399 -1.3710 5.3828 0.000
H -2.9315 0.5325 4.3547 0.000
H -2.4172 0.9588 2.7258 0.000
H -1.4310 1.4305 4.1020 0.000
C -2.7706 -3.8958 0.5266 0.000
C -3.9428 -3.3158 0.0737 0.000
C -3.9860 -1.9449 -0.0950 -0.001
C -2.8448 -1.1907 0.1651 0.017
N -1.7043 -1.7603 0.5792 0.015
C -1.6822 -3.0745 0.7736 -0.001
C -2.8393 0.2785 0.1148 0.007
C -3.9582 1.0310 -0.2201 -0.001
C -3.9281 2.4054 -0.0651 -0.003
C -2.7965 2.9984 0.4731 0.007
C -1.7215 2.1919 0.7932 -0.025
N -1.7112 0.8715 0.5478 -0.037
C -0.4371 2.6747 1.3823 0.055
C -0.5152 3.8475 2.2782 -0.018
C 0.4010 3.9994 3.2514 0.010
C 1.3549 2.9608 3.5059 -0.023
C 1.2295 1.7816 2.8425 0.025
N 0.2958 1.5502 1.8892 -0.029
H -2.6944 -4.9614 0.6891 0.000
H -4.8184 -3.9167 -0.1318 0.000
H -4.9040 -1.4753 -0.4164 0.000
H -0.7538 -3.4965 1.1219 -0.002
H -4.8542 0.5553 -0.5888 -0.001
H -4.7908 3.0056 -0.3194 0.000
H -2.7656 4.0644 0.6394 0.001
H -1.2785 4.5919 2.0983 0.000
H 0.3930 4.8805 3.8799 -0.001
H 2.1027 3.0780 4.2761 0.001
H 1.8704 0.9442 3.0861 0.001
O 1.9527 -2.2947 -2.4959 0.002
S 0.7400 -2.2626 -1.7177 0.020
O 0.7420 -3.0679 -0.5242 0.000
N 0.3461 -0.7350 -1.2900 -0.017
C 0.3172 0.1913 -2.3092 0.045
C 0.3508 -0.0134 -3.6980 -0.020
C 0.1679 1.0466 -4.5678 0.029
C -0.0467 2.3423 -4.1091 -0.013
C 0.0192 2.6081 -2.7556 0.015
C -0.2016 3.9068 -2.1630 -0.005
C -0.0216 4.0931 -0.8523 0.013
C 0.4734 3.0026 0.0124 -0.041
N 0.5532 1.7137 -0.5564 0.044
C 0.2787 1.5381 -1.8529 0.017
C -0.5699 -2.8744 -2.7691 0.000
C -1.8318 -2.3062 -2.7450 0.008
C -2.8067 -2.7758 -3.6102 0.000
C -2.5088 -3.8011 -4.4977 0.000
C -1.2398 -4.3636 -4.5167 0.000
C -0.2624 -3.9000 -3.6501 -0.001
H 0.5156 -0.9966 -4.1054 0.000
H 0.1725 0.8516 -5.6324 0.001
H -0.2446 3.1464 -4.8069 0.001
H -0.5252 4.7197 -2.8028 0.000
H -0.1901 5.0574 -0.3872 0.000
H 1.4082 3.2830 0.5046 0.010
H -2.0348 -1.4820 -2.0790 0.000
H -3.7932 -2.3304 -3.6059 0.000
H -3.2619 -4.1511 -5.1915 0.000
H -1.0082 -5.1559 -5.2157 0.000
H 0.7413 -4.3058 -3.6569 0.000
```

Computed properties:
2S+1	2
ΔE to the lowest compared entry with this formula, charge and spin	1.254	eV
charge	+1
⟨S²⟩	0.791
HOMO level (spin up / spin down)	-9.20 / -9.14	eV
gap between HOMO and LUMO (spin up / spin down)	5.66 / 5.57	eV

=====

No. 2
A molecular structure, C47H38AsN5O4Pb at a distorted geometry, computed with ωB97M-V/def2-TZVPD.

Structure (XYZ):
```
96
Properties=species:S:1:pos:R:3:lowdin_charge:R:1
Pb -1.3934 0.5638 0.8207 1.368
C -0.0190 4.5864 -1.0465 -0.035
C -0.8310 4.1747 0.1390 -0.315
C -2.1939 4.0542 0.0185 -0.075
C -2.9607 3.6964 1.1338 -0.117
C -2.3563 3.4781 2.3553 -0.131
C -0.9801 3.6054 2.4743 -0.115
C -0.2346 3.9743 1.3731 -0.078
H -0.6350 5.0266 -1.8157 0.075
H 0.4651 3.7267 -1.5280 0.072
H 0.7645 5.2916 -0.7415 0.090
H -2.7168 4.2462 -0.9059 0.113
H -4.0376 3.5956 1.0423 0.105
H -2.9690 3.1748 3.2045 0.115
H -0.4766 3.4467 3.4139 0.105
H 0.8436 4.1140 1.4033 0.107
O -1.2788 -5.1547 -4.1123 -0.018
C -0.7509 -5.2093 -2.9959 -0.705
O 0.0173 -6.0384 -2.4770 -0.033
C -1.1095 -4.0488 -2.0518 -0.080
C -0.4033 -3.8752 -0.8868 0.043
C -0.5902 -2.7449 -0.1114 -0.201
N -1.4064 -1.7534 -0.4776 0.085
C -2.1320 -1.9324 -1.6239 -0.180
C -2.0274 -3.0638 -2.4014 0.062
C -3.0311 -0.8217 -2.0344 -0.208
C -3.7143 -0.8104 -3.2559 -0.001
C -4.6795 0.1537 -3.5122 -0.051
C -4.9524 1.1302 -2.5631 -0.057
C -4.1869 1.1041 -1.4242 -0.133
N -3.2491 0.1812 -1.1664 0.025
C 0.2373 -2.5145 1.1069 -0.198
C 1.0462 -3.5172 1.6476 0.004
C 1.8383 -3.2251 2.7521 -0.045
C 1.7936 -1.9571 3.3009 -0.047
C 0.9566 -1.0212 2.7032 -0.130
N 0.1948 -1.2737 1.6278 0.009
H 0.3150 -4.6557 -0.7112 0.109
H -2.5846 -3.2525 -3.3209 0.121
H -3.4930 -1.5712 -4.0130 0.118
H -5.2451 0.0978 -4.4590 0.122
H -5.6959 1.8850 -2.7489 0.105
H -4.2876 1.8920 -0.6907 0.091
H 1.0707 -4.4872 1.1829 0.115
H 2.4695 -4.0006 3.2179 0.124
H 2.4345 -1.6540 4.1140 0.107
H 0.8680 -0.0187 3.1188 0.103
O -2.9563 -0.7437 1.8670 -0.285
N -2.8367 -1.0074 3.1302 0.019
N -2.0783 -0.2069 3.7600 -0.221
O -1.4522 0.7757 3.1672 -0.318
C -1.9339 -0.3299 5.1663 -0.185
C -2.6754 -1.2684 5.8374 -0.005
C -2.4762 -1.3529 7.2074 -0.081
C -1.5970 -0.5445 7.8641 -0.086
C -0.8942 0.4185 7.1470 -0.065
C -1.0447 0.5227 5.7843 -0.014
H -3.3840 -1.8981 5.3125 0.116
H -3.0113 -2.0943 7.7951 0.112
H -1.4446 -0.6635 8.9047 0.096
H -0.2097 1.0538 7.6716 0.102
H -0.5921 1.3012 5.1877 0.108
C 0.6576 1.9316 -5.6916 -0.081
C 1.9749 1.5928 -5.3868 -0.077
C 2.2938 1.0634 -4.1493 -0.103
C 1.3502 0.9752 -3.1423 -0.413
C 0.0320 1.2985 -3.4745 -0.141
C -0.3158 1.8083 -4.7116 -0.085
As 1.6077 0.3573 -1.3344 1.318
C 2.2484 -1.4517 -1.7017 -0.400
C 1.8355 -2.1116 -2.8562 -0.101
C 2.1591 -3.4426 -3.0865 -0.060
C 2.8976 -4.1369 -2.1307 -0.073
C 3.3852 -3.4623 -1.0137 -0.083
C 3.0391 -2.1199 -0.8028 -0.141
C 3.2068 1.3102 -0.7182 -0.390
C 4.4711 1.1388 -1.2617 -0.104
C 5.5475 1.8531 -0.7304 -0.072
C 5.3405 2.7453 0.3270 -0.094
C 4.0815 2.9122 0.8691 -0.084
C 3.0002 2.1646 0.3607 -0.125
H 0.3996 2.3255 -6.6755 0.106
H 2.7650 1.7301 -6.1283 0.109
H 3.3321 0.8213 -3.9424 0.099
H -0.7390 1.1945 -2.7362 0.068
H -1.3287 2.1402 -4.9082 0.103
H 1.2062 -1.5997 -3.5446 0.092
H 1.7177 -3.9567 -3.9415 0.121
H 3.1014 -5.1909 -2.2669 0.111
H 3.9179 -4.0233 -0.2288 0.109
H 3.4336 -1.6371 0.0890 0.103
H 4.6155 0.4134 -2.0359 0.092
H 6.5456 1.7458 -1.1505 0.105
H 6.2004 3.2527 0.7863 0.110
H 3.9273 3.5722 1.7025 0.095
H 1.9865 2.2263 0.7390 0.057
```

Computed properties:
ΔE to the lowest compared entry with this formula, charge and spin	0.000	eV
HOMO level	-7.75	eV
gap between HOMO and LUMO	7.34	eV

=====

No. 3
8 unconnected molecules or ions with the total composition C47H38F15NO6S2, computed with ωB97M-V/def2-TZVPD.

Structure (XYZ):
```
109
Properties=species:S:1:pos:R:3:lowdin_charge:R:1
O -0.1240 -6.3312 4.3573 0.138
C -0.2277 -6.5150 3.1766 -0.514
O -1.3859 -6.5408 2.5025 0.131
C 0.9533 -6.8078 2.2547 -0.103
N 2.0671 -5.8257 2.3219 -0.244
S 3.1537 -5.9087 3.6422 0.615
O 2.6128 -5.4004 4.8380 -0.199
O 4.4271 -5.5383 3.1666 -0.205
F 3.1363 -7.4625 3.7446 -0.111
S 1.5428 -4.2757 1.8781 0.723
O 0.4481 -4.5077 0.9959 -0.211
O 1.4119 -3.4218 3.0036 -0.212
C 2.8649 -3.5811 0.7578 -0.470
F 2.7647 -4.2246 -0.4028 0.143
F 4.0838 -3.7560 1.2449 0.151
C 2.6893 -2.0454 0.5422 -0.387
F 3.6443 -1.7017 -0.3286 0.171
F 2.9186 -1.4308 1.7050 0.173
C 1.3280 -1.5317 -0.0063 -0.543
F 1.4876 -0.2685 -0.4041 0.188
F 0.4277 -1.5682 0.9854 0.159
F 0.8952 -2.2616 -1.0298 0.196
H -2.0862 -6.2597 3.1108 0.142
H 0.6183 -6.8594 1.2239 0.130
H 1.3564 -7.7809 2.5165 0.133
F -2.8739 2.5449 5.1044 0.049
C -2.1993 2.2715 3.9658 -0.279
C -1.4339 1.1258 3.9017 -0.001
C -0.7459 0.8558 2.7263 -0.069
C -0.8280 1.7263 1.6483 -0.088
C -1.6050 2.8730 1.7428 -0.078
C -2.3026 3.1532 2.9092 -0.016
H -1.3778 0.4638 4.7559 0.105
H -0.1471 -0.0412 2.6689 0.091
H -0.2883 1.5135 0.7342 0.092
H -1.6696 3.5556 0.9056 0.105
H -2.9171 4.0383 3.0050 0.097
F -1.3997 -2.1421 6.4555 0.050
C -0.1245 -1.7000 6.5330 -0.289
C 0.1186 -0.4871 7.1469 -0.031
C 1.4298 -0.0363 7.2159 -0.085
C 2.4620 -0.7911 6.6749 -0.093
C 2.1844 -2.0059 6.0618 -0.075
C 0.8806 -2.4738 5.9902 -0.016
H -0.7034 0.0850 7.5560 0.118
H 1.6427 0.9105 7.6946 0.104
H 3.4809 -0.4314 6.7293 0.100
H 2.9812 -2.5978 5.6309 0.102
H 0.6439 -3.4174 5.5176 0.101
F -6.6266 7.0866 1.4473 0.052
C -6.3238 6.9660 2.7577 -0.284
C -6.9003 7.8396 3.6567 -0.016
C -6.5845 7.7063 5.0014 -0.086
C -5.7053 6.7173 5.4218 -0.090
C -5.1375 5.8539 4.4943 -0.081
C -5.4476 5.9728 3.1470 -0.021
H -7.5771 8.6067 3.3062 0.115
H -7.0285 8.3778 5.7215 0.092
H -5.4618 6.6195 6.4714 0.101
H -4.4509 5.0825 4.8201 0.094
H -5.0270 5.3074 2.4047 0.108
F -7.1038 10.7367 5.1029 0.046
C -6.9321 11.8103 5.9048 -0.281
C -6.0560 12.7995 5.5074 -0.015
C -5.8848 13.8988 6.3366 -0.083
C -6.5787 13.9904 7.5356 -0.097
C -7.4516 12.9777 7.9085 -0.084
C -7.6376 11.8732 7.0891 -0.017
H -5.5239 12.7020 4.5710 0.118
H -5.2050 14.6872 6.0420 0.105
H -6.4392 14.8494 8.1778 0.101
H -7.9925 13.0444 8.8432 0.105
H -8.3161 11.0742 7.3555 0.117
F 3.1741 -1.4277 -3.0243 0.049
C 4.1669 -1.9019 -3.8069 -0.280
C 4.5109 -1.1994 -4.9437 -0.012
C 5.5340 -1.6941 -5.7400 -0.083
C 6.1846 -2.8718 -5.3971 -0.094
C 5.8150 -3.5570 -4.2479 -0.081
C 4.7976 -3.0727 -3.4374 -0.014
H 3.9835 -0.2888 -5.1934 0.118
H 5.8215 -1.1603 -6.6364 0.103
H 6.9768 -3.2536 -6.0269 0.102
H 6.3186 -4.4761 -3.9784 0.104
H 4.4933 -3.5871 -2.5360 0.106
F 5.9525 -2.6806 -9.2624 0.046
C 4.8044 -2.2506 -9.8290 -0.290
C 4.8717 -1.3308 -10.8560 -0.019
C 3.6864 -0.8960 -11.4322 -0.085
C 2.4652 -1.3753 -10.9779 -0.096
C 2.4281 -2.2970 -9.9403 -0.079
C 3.6051 -2.7438 -9.3577 -0.017
H 5.8340 -0.9685 -11.1915 0.117
H 3.7204 -0.1786 -12.2415 0.104
H 1.5454 -1.0306 -11.4307 0.101
H 1.4801 -2.6726 -9.5779 0.105
H 3.5973 -3.4636 -8.5497 0.112
F 1.1967 -5.5124 -6.7837 0.052
C 1.0719 -6.2358 -7.9157 -0.292
C -0.1938 -6.5333 -8.3796 -0.018
C -0.3102 -7.2738 -9.5476 -0.084
C 0.8227 -7.7033 -10.2254 -0.097
C 2.0826 -7.3893 -9.7343 -0.082
C 2.2156 -6.6479 -8.5690 -0.023
H -1.0614 -6.1905 -7.8326 0.117
H -1.2937 -7.5144 -9.9293 0.104
H 0.7234 -8.2803 -11.1349 0.101
H 2.9687 -7.7213 -10.2588 0.105
H 3.1865 -6.3868 -8.1696 0.116
```

Computed properties:
SMILES	O=C(O)CN(S(=O)(=O)F)S(=O)(=O)C(F)(F)C(F)(F)C(F)(F)F.Fc1ccccc1.Fc1ccccc1.Fc1ccccc1.Fc1ccccc1.Fc1ccccc1.Fc1ccccc1.Fc1ccccc1
HOMO level	-9.04	eV
gap between HOMO and LUMO	9.33	eV

=====

Number 1: electronic energy -3743.85206 hartree. Number 2: electronic energy -4817.13719 hartree. Number 3: electronic energy -4614.30092 hartree.